No. 1
Below is C28H35CdF3N4P2 as an isolated structure, with properties calculated with ωB97M-V/def2-TZVPD.

Values from the calculation:
HOMO (alpha / beta), hartree: -0.2284 / -0.2284
Gap between HOMO and LUMO (alpha / beta), Ha: 0.1929 / 0.1929
E_tot, Ha: -2456.71223

CARTESIAN COORDINATES (ANGSTROEM)
Cd  -2.544  -0.772  -0.555
C  2.460  -1.340  -3.569
C  3.056  -1.367  -2.372
C  3.958  -0.281  -1.870
C  3.485  1.155  -2.224
C  1.986  1.393  -2.220
C  1.240  1.280  -3.322
C  1.944  0.972  -4.640
C  2.793  -0.338  -4.631
C  -3.548  0.177  1.158
H  1.737  -2.090  -3.900
H  3.138  -2.306  -1.810
H  4.958  -0.406  -2.314
H  4.057  -0.346  -0.776
H  3.926  1.836  -1.487
H  3.915  1.432  -3.201
H  1.591  1.851  -1.313
H  0.188  1.585  -3.390
H  2.666  1.775  -4.892
H  1.216  0.887  -5.469
H  2.588  -0.838  -5.587
H  3.877  -0.099  -4.627
H  -4.513  -0.346  1.218
H  -3.747  1.240  0.983
H  -3.052  0.074  2.135
P  -1.232  1.594  1.239
P  -0.461  -1.428  1.666
N  -1.743  2.620  -0.124
N  -1.146  2.804  2.485
N  -0.335  -2.346  0.146
N  0.165  -2.766  2.607
C  0.495  1.166  0.939
C  0.938  -0.215  1.510
C  -2.879  2.459  -0.942
C  -2.887  3.455  -1.885
C  -1.749  4.287  -1.654
C  -1.040  3.735  -0.591
C  -2.317  3.365  3.039
C  -1.961  4.101  4.162
C  -0.533  3.978  4.331
C  -0.067  3.158  3.311
C  -1.499  -2.611  -0.763
C  -0.905  -2.917  -2.032
C  0.470  -2.948  -1.875
C  0.800  -2.505  -0.596
C  1.194  -3.686  2.368
C  1.232  -4.594  3.425
C  0.199  -4.213  4.349
C  -0.427  -3.087  3.841
H  1.143  1.967  1.324
H  0.599  1.164  -0.154
H  1.771  -0.607  0.903
H  1.282  -0.074  2.550
H  -3.623  1.678  -0.797
H  -3.653  3.548  -2.658
H  -1.505  5.182  -2.211
H  -0.115  4.046  -0.107
H  -3.272  3.166  2.585
H  -2.643  4.648  4.788
H  0.050  4.433  5.119
H  0.929  2.800  3.103
H  -2.177  -3.368  -0.371
H  -1.505  -3.197  -2.887
H  1.195  -3.232  -2.622
H  1.780  -2.319  -0.172
H  1.804  -3.634  1.478
H  1.910  -5.422  3.539
H  -0.049  -4.692  5.282
H  -1.249  -2.489  4.199
F  -4.592  -3.047  0.923
C  -3.393  -2.734  1.516
F  -3.660  -2.423  2.813
F  -2.715  -3.931  1.576

***

No. 2
Below is C28H35CdN5P2S as an isolated structure, with properties calculated with ωB97M-V/def2-TZVPD.

Values from the calculation:
HOMO, hartree: -0.3127
Gap between HOMO and LUMO, Ha: 0.2456
E_tot, Ha: -2610.21168

CARTESIAN COORDINATES (ANGSTROEM)
Cd  -0.687  -1.512  7.381
C  -1.338  2.008  4.920
C  -1.560  1.001  4.063
C  -0.954  0.809  2.693
C  0.359  -0.027  2.551
C  1.496  0.213  3.495
C  1.736  1.378  4.156
C  1.016  2.677  3.962
C  -0.226  3.000  4.860
C  1.448  -1.741  6.822
H  -1.967  2.098  5.825
H  -2.171  0.150  4.396
H  -0.790  1.785  2.229
H  -1.696  0.269  2.102
H  0.121  -1.104  2.633
H  0.695  0.146  1.514
H  2.090  -0.667  3.734
H  2.478  1.366  4.957
H  0.716  2.794  2.911
H  1.745  3.461  4.227
H  0.095  3.179  5.888
H  -0.637  3.943  4.483
H  1.878  -1.769  7.827
H  2.013  -1.049  6.185
H  1.454  -2.743  6.389
P  1.267  -1.150  -2.693
P  -1.717  -0.665  -2.346
N  2.716  -0.187  -2.619
N  2.052  -2.433  -3.720
N  -1.998  1.058  -2.101
N  -3.398  -1.022  -2.744
C  0.436  -0.241  -4.051
C  -1.059  -0.551  -4.057
C  3.116  0.442  -1.434
C  4.149  1.309  -1.712
C  4.419  1.215  -3.120
C  3.528  0.298  -3.647
C  2.222  -3.737  -3.249
C  2.680  -4.545  -4.280
C  2.803  -3.710  -5.437
C  2.421  -2.439  -5.060
C  -1.820  1.650  -0.846
C  -1.935  3.028  -0.971
C  -2.186  3.308  -2.358
C  -2.218  2.084  -3.022
C  -4.319  -0.322  -3.532
C  -5.416  -1.139  -3.779
C  -5.152  -2.405  -3.141
C  -3.917  -2.306  -2.529
H  0.872  -0.496  -5.016
H  0.610  0.828  -3.902
H  -1.606  0.187  -4.646
H  -1.259  -1.522  -4.524
H  2.594  0.196  -0.512
H  4.645  1.958  -1.001
H  5.169  1.779  -3.662
H  3.410  -0.049  -4.664
H  1.997  -3.963  -2.212
H  2.904  -5.595  -4.218
H  3.138  -4.022  -6.419
H  2.389  -1.536  -5.662
H  -1.632  1.019  0.012
H  -1.859  3.747  -0.174
H  -2.332  4.277  -2.798
H  -2.390  1.878  -4.061
H  -4.138  0.692  -3.837
H  -6.292  -0.887  -4.347
H  -5.791  -3.268  -3.149
H  -3.341  -3.014  -1.954
S  -1.023  0.799  8.437
C  -0.293  0.165  9.817
N  0.239  -0.374  10.735

***

No. 3
Below is a 7-piece molecular cluster, C28H35Cl10NO2 overall, with properties calculated with ωB97M-V/def2-TZVPD.

Values from the calculation:
HOMO (alpha / beta), hartree: -0.0720 / -0.2055
Total charge: -1
Gap between HOMO and LUMO (alpha / beta), Ha: 0.1522 / 0.2856
E_tot, Ha: -5895.12446
Spin multiplicity: 2
<S²>: 0.772

CARTESIAN COORDINATES (ANGSTROEM)
Cl  -4.560  -12.520  16.039
C  -4.286  -11.371  14.793
C  -3.337  -12.087  13.791
Cl  -3.372  -11.322  12.100
H  -3.952  -10.389  15.129
H  -5.311  -11.284  14.432
H  -3.537  -13.158  13.782
H  -2.321  -11.972  14.169
Cl  -13.132  -6.638  14.509
C  -12.256  -8.148  14.256
C  -10.791  -8.013  14.454
Cl  -10.513  -7.472  16.143
H  -12.189  -8.334  13.184
H  -12.776  -8.947  14.782
H  -10.284  -7.245  13.870
H  -10.302  -8.978  14.323
Cl  -7.361  -9.761  15.669
C  -7.877  -9.340  17.323
C  -7.069  -10.098  18.355
Cl  -7.310  -11.818  18.258
H  -8.949  -9.519  17.403
H  -7.623  -8.291  17.470
H  -7.205  -9.767  19.385
H  -6.018  -9.994  18.086
Cl  -9.696  -18.949  6.714
C  -9.928  -17.909  8.131
C  -10.925  -18.540  9.146
Cl  -12.567  -18.337  8.514
H  -10.171  -16.914  7.758
H  -8.966  -17.883  8.643
H  -10.848  -17.982  10.080
H  -10.885  -19.615  9.320
Cl  -16.927  -11.392  13.868
C  -18.387  -11.160  12.814
C  -18.283  -11.818  11.427
Cl  -17.903  -13.608  11.463
H  -18.462  -10.075  12.748
H  -19.201  -11.584  13.401
H  -17.684  -11.376  10.631
H  -19.233  -11.871  10.895
C  -5.954  -15.337  19.024
C  -7.227  -15.677  18.196
C  -7.078  -16.674  17.002
C  -6.032  -16.386  16.021
N  -5.192  -16.171  15.254
H  -5.196  -14.729  18.529
H  -5.405  -16.202  19.397
H  -6.252  -14.780  19.912
H  -7.692  -14.722  17.952
H  -7.926  -16.152  18.885
H  -8.020  -16.680  16.454
H  -6.723  -17.623  17.405
C  -13.990  -14.731  11.144
C  -14.409  -13.632  11.840
C  -13.543  -12.912  12.675
C  -12.211  -13.251  12.683
C  -11.767  -14.374  11.912
C  -12.635  -15.070  11.081
C  -10.342  -14.803  11.831
O  -9.858  -15.643  11.136
C  -9.415  -14.135  12.863
C  -8.084  -14.561  13.009
C  -7.225  -13.955  13.935
C  -7.735  -13.018  14.815
C  -9.034  -12.589  14.710
C  -9.870  -13.084  13.718
C  -11.280  -12.507  13.562
O  -11.672  -11.626  14.331
H  -14.779  -15.221  10.594
H  -15.480  -13.524  11.924
H  -14.025  -12.164  13.287
H  -12.484  -15.940  10.459
H  -7.709  -15.392  12.429
H  -6.221  -14.339  14.037
H  -7.276  -12.754  15.756
H  -9.478  -11.906  15.419

***

Q: The lowest E_tot belongs to which entry?
A: C28H35Cl10NO2